ORCA calculation (ωB97M-V with the def2-TZVPD basis set) on a cluster of 6 separate species, C39H86N3O17 in total in a non-equilibrium geometry.

Multiplicity: 1
Orbital gap (eV): 5.8
Net charge: +1

XYZ file:
```
145
Properties=species:S:1:pos:R:3:lowdin_charge:R:1
N 1.540 -8.020 0.040 0.17
N 1.217 -6.714 -0.356 -0.13
C 2.123 -5.822 -0.700 0.07
C 1.738 -4.582 -1.148 -0.16
C 2.764 -3.599 -1.522 -0.13
C 2.393 -2.177 -1.189 -0.16
C 3.584 -1.242 -1.345 -0.23
O 3.389 -0.233 -2.309 -0.05
C 0.429 -4.332 -1.183 0.09
C -0.482 -5.289 -0.789 -0.21
C -1.931 -5.061 -0.786 -0.11
C -2.672 -6.039 -1.648 -0.24
O -4.063 -5.769 -1.679 -0.04
N -0.085 -6.484 -0.393 0.22
H 1.111 -8.184 0.941 0.12
H 2.541 -8.084 0.160 0.11
H 3.148 -6.092 -0.623 0.15
H 2.999 -3.669 -2.566 0.15
H 3.656 -3.839 -0.972 0.13
H 2.017 -2.121 -0.185 0.11
H 1.626 -1.839 -1.863 0.12
H 4.439 -1.791 -1.675 0.11
H 3.794 -0.788 -0.395 0.12
H 2.561 0.217 -2.149 0.08
H 0.059 -3.389 -1.502 0.14
H -2.283 -5.133 0.227 0.14
H -2.131 -4.073 -1.140 0.12
H -2.294 -5.999 -2.650 0.12
H -2.588 -7.028 -1.257 0.12
H -4.218 -4.837 -1.559 0.08
C -0.059 -3.529 4.389 -0.11
O 1.090 -2.722 4.473 -0.18
C 1.995 -2.947 3.418 -0.22
C 2.939 -1.780 3.246 -0.19
O 2.382 -0.679 2.552 -0.14
C 1.463 0.142 3.265 -0.17
C 2.125 1.041 4.277 -0.21
O 2.397 0.329 5.467 -0.19
C 3.344 0.991 6.278 -0.10
H 0.196 -4.596 4.425 0.09
H -0.690 -3.291 5.241 0.09
H -0.620 -3.323 3.467 0.08
H 1.445 -3.103 2.476 0.11
H 2.583 -3.852 3.637 0.13
H 3.765 -2.120 2.614 0.12
H 3.356 -1.478 4.208 0.13
H 0.664 -0.445 3.721 0.13
H 1.017 0.772 2.494 0.11
H 1.454 1.882 4.506 0.13
H 3.054 1.437 3.847 0.13
H 4.305 1.093 5.760 0.09
H 3.486 0.388 7.170 0.09
H 2.990 1.985 6.573 0.09
C 1.771 5.927 -3.065 -0.10
O 1.004 5.232 -2.102 -0.19
C 0.572 3.972 -2.566 -0.21
C 0.205 3.083 -1.407 -0.18
O 1.324 2.498 -0.755 -0.14
C 2.084 3.372 0.072 -0.17
C 1.412 3.719 1.376 -0.21
O 0.449 4.736 1.201 -0.19
C -0.462 4.785 2.274 -0.10
H 1.196 6.109 -3.978 0.09
H 2.052 6.881 -2.626 0.09
H 2.678 5.371 -3.323 0.09
H 1.362 3.489 -3.151 0.12
H -0.312 4.104 -3.208 0.13
H -0.368 2.240 -1.800 0.12
H -0.427 3.622 -0.698 0.12
H 2.366 4.277 -0.466 0.13
H 2.995 2.816 0.304 0.13
H 2.169 4.074 2.091 0.14
H 0.939 2.816 1.782 0.10
H -1.032 3.850 2.351 0.09
H -1.156 5.600 2.081 0.09
H 0.056 4.975 3.222 0.08
C 3.186 1.477 -10.337 -0.11
O 3.957 1.795 -9.202 -0.20
C 4.155 3.190 -9.061 -0.21
C 4.534 3.543 -7.645 -0.18
O 3.439 3.588 -6.743 -0.13
C 2.919 2.353 -6.285 -0.19
C 3.768 1.669 -5.239 -0.21
O 4.843 0.977 -5.844 -0.19
C 5.868 0.685 -4.923 -0.11
H 3.669 1.821 -11.259 0.09
H 3.089 0.395 -10.374 0.09
H 2.185 1.921 -10.272 0.09
H 3.241 3.731 -9.333 0.13
H 4.964 3.506 -9.735 0.13
H 4.927 4.561 -7.657 0.13
H 5.322 2.880 -7.280 0.12
H 2.715 1.674 -7.117 0.12
H 1.966 2.610 -5.821 0.12
H 3.154 0.945 -4.686 0.11
H 4.149 2.419 -4.533 0.13
H 6.298 1.604 -4.506 0.09
H 6.645 0.147 -5.461 0.09
H 5.498 0.062 -4.101 0.07
C 1.627 10.417 3.483 -0.11
O 0.915 9.722 4.480 -0.19
C 0.462 8.459 4.036 -0.21
C 0.154 7.556 5.205 -0.19
O 1.299 6.953 5.788 -0.13
C 2.109 7.765 6.625 -0.18
C 1.525 8.023 7.992 -0.21
O 0.557 9.053 7.939 -0.19
C -0.275 9.059 9.075 -0.11
H 1.004 10.600 2.599 0.09
H 1.929 11.373 3.904 0.09
H 2.524 9.864 3.179 0.09
H 1.222 7.982 3.405 0.13
H -0.454 8.597 3.441 0.13
H -0.436 6.719 4.825 0.11
H -0.448 8.073 5.955 0.13
H 2.367 8.705 6.134 0.12
H 3.027 7.191 6.763 0.13
H 2.334 8.325 8.673 0.13
H 1.074 7.097 8.371 0.13
H -0.838 8.121 9.158 0.09
H -0.977 9.881 8.960 0.09
H 0.302 9.212 9.994 0.09
C -10.973 -10.686 -0.874 -0.11
O -10.397 -9.450 -1.225 -0.20
C -10.931 -8.375 -0.474 -0.21
C -10.002 -7.188 -0.497 -0.18
O -8.903 -7.290 0.396 -0.13
C -7.829 -8.132 0.015 -0.19
C -6.926 -7.545 -1.042 -0.22
O -7.488 -7.705 -2.330 -0.19
C -6.921 -6.829 -3.273 -0.11
H -12.055 -10.689 -1.049 0.09
H -10.515 -11.449 -1.498 0.09
H -10.782 -10.928 0.179 0.09
H -11.095 -8.683 0.566 0.13
H -11.897 -8.080 -0.909 0.13
H -10.568 -6.324 -0.143 0.13
H -9.668 -6.981 -1.516 0.12
H -8.183 -9.120 -0.286 0.12
H -7.234 -8.249 0.924 0.13
H -5.954 -8.058 -1.016 0.12
H -6.766 -6.481 -0.827 0.12
H -7.106 -5.783 -2.993 0.09
H -7.398 -7.024 -4.231 0.09
H -5.842 -6.989 -3.367 0.07
```

ORCA calculation (ωB97M-V with the def2-TZVPD basis set) on a cluster of 6 separate species, C39H86N4O6 in total in a non-equilibrium geometry.

Multiplicity: 1
SMILES: CC1(C)CCCC(C)(C)N1O.CC1(C)CCCC(C)(C)N1O.CC1(C)CCCC(C)(C)N1O.CC1(C)CCCC(C)(C)N1O.CC(C)O.O
Orbital gap (eV): 8.7
Relative energy (zero: lowest compared OMol25 entry of this formula, charge and spin) (kJ/mol): 67.7

XYZ file:
```
135
Properties=species:S:1:pos:R:3:lowdin_charge:R:1
O 22.496 18.719 3.055 -0.04
H 22.828 17.955 3.544 0.03
H 22.261 18.357 2.183 0.05
C 23.195 17.554 -1.494 -0.05
C 22.979 16.074 -1.164 -0.52
C 23.550 15.142 -2.214 -0.15
C 25.047 15.154 -2.260 -0.17
C 25.609 14.712 -0.904 -0.12
C 25.005 15.466 0.284 -0.51
N 23.574 15.657 0.097 -0.07
O 23.046 16.365 1.210 -0.04
C 25.211 14.662 1.528 -0.04
C 25.756 16.800 0.476 -0.03
C 21.488 15.795 -1.116 -0.03
H 22.483 17.898 -2.250 0.11
H 24.200 17.761 -1.854 0.05
H 22.994 18.160 -0.606 0.07
H 23.248 14.135 -1.911 0.13
H 23.134 15.378 -3.195 0.13
H 25.418 16.162 -2.468 0.11
H 25.391 14.473 -3.038 0.11
H 26.685 14.897 -0.904 0.12
H 25.453 13.637 -0.754 0.12
H 26.281 14.450 1.648 0.10
H 24.749 15.095 2.409 0.06
H 24.793 13.649 1.413 0.10
H 25.609 17.507 -0.342 0.04
H 25.339 17.318 1.353 0.06
H 26.823 16.647 0.628 0.10
H 21.016 16.442 -0.377 0.08
H 21.295 14.773 -0.790 0.09
H 21.045 15.997 -2.089 0.09
H 22.561 15.731 1.761 0.12
C 28.890 16.296 5.742 -0.03
C 28.081 17.587 5.857 -0.53
C 28.039 18.283 4.477 -0.10
C 26.914 17.727 3.574 -0.18
C 25.573 17.765 4.264 -0.15
C 25.556 16.970 5.551 -0.52
N 26.713 17.365 6.324 -0.11
O 26.675 16.846 7.627 -0.01
C 24.286 17.250 6.351 -0.02
C 25.573 15.453 5.204 -0.02
C 28.734 18.528 6.842 -0.04
H 28.596 15.683 4.887 0.07
H 28.782 15.669 6.631 0.08
H 29.947 16.539 5.608 0.09
H 27.850 19.355 4.587 0.12
H 28.950 18.095 3.907 0.12
H 27.167 16.694 3.275 0.10
H 26.900 18.232 2.603 0.08
H 24.766 17.436 3.594 0.09
H 25.292 18.823 4.410 0.13
H 24.174 16.531 7.161 0.08
H 24.361 18.244 6.805 0.10
H 23.382 17.214 5.741 0.08
H 26.420 15.141 4.600 0.06
H 25.486 14.830 6.098 0.08
H 24.652 15.240 4.643 0.08
H 28.164 19.450 6.942 0.09
H 29.738 18.799 6.496 0.09
H 28.825 18.088 7.836 0.08
H 26.942 15.908 7.566 0.09
C 19.459 21.852 2.070 -0.03
C 19.714 21.858 3.584 -0.54
C 19.040 23.106 4.151 -0.14
C 18.930 23.092 5.664 -0.18
C 18.295 21.807 6.168 -0.14
C 19.005 20.554 5.649 -0.52
N 19.094 20.694 4.195 -0.05
O 19.658 19.516 3.540 -0.05
C 20.335 20.359 6.397 -0.02
C 18.102 19.365 5.982 -0.04
C 21.212 21.939 3.797 -0.03
H 20.051 21.092 1.554 0.08
H 19.806 22.812 1.672 0.08
H 18.405 21.742 1.825 0.09
H 19.660 23.962 3.855 0.12
H 18.067 23.292 3.683 0.12
H 18.384 23.949 6.057 0.11
H 19.959 23.143 6.043 0.10
H 17.259 21.782 5.815 0.12
H 18.291 21.855 7.258 0.13
H 21.057 19.758 5.846 0.08
H 20.818 21.325 6.578 0.06
H 20.124 19.987 7.398 0.09
H 17.125 19.482 5.513 0.09
H 18.528 18.421 5.634 0.07
H 17.986 19.198 7.056 0.09
H 21.637 22.758 3.214 0.09
H 21.662 21.017 3.414 0.05
H 21.543 22.049 4.825 0.07
H 20.603 19.515 3.799 0.04
C 23.175 22.488 -0.650 -0.02
C 24.537 22.698 -0.001 -0.55
C 24.487 22.544 1.505 -0.13
C 24.137 21.124 1.952 -0.18
C 25.192 20.153 1.403 -0.13
C 25.504 20.346 -0.076 -0.48
N 25.539 21.753 -0.446 -0.10
O 25.757 21.897 -1.837 -0.01
C 26.932 19.804 -0.254 -0.02
C 24.552 19.497 -0.896 -0.09
C 25.041 24.089 -0.355 -0.04
H 23.284 22.555 -1.737 0.09
H 22.440 23.218 -0.299 0.09
H 22.728 21.511 -0.462 0.06
H 25.491 22.783 1.884 0.13
H 23.788 23.262 1.946 0.11
H 23.138 20.812 1.652 0.09
H 24.213 21.174 3.042 0.11
H 24.791 19.149 1.543 0.09
H 26.048 20.339 2.058 0.12
H 27.129 19.569 -1.309 0.09
H 27.646 20.545 0.098 0.09
H 27.058 18.866 0.290 0.05
H 24.584 19.802 -1.948 0.12
H 24.818 18.440 -0.854 0.00
H 23.511 19.627 -0.596 0.07
H 24.511 24.846 0.227 0.09
H 24.916 24.295 -1.418 0.08
H 26.107 24.181 -0.138 0.09
H 26.712 21.999 -1.917 0.11
C 17.577 14.436 3.452 -0.07
C 17.974 15.862 3.133 -0.50
C 17.065 16.891 3.768 -0.07
O 19.323 16.060 3.583 -0.06
H 17.730 14.177 4.506 0.08
H 18.200 13.728 2.898 0.08
H 16.536 14.253 3.186 0.08
H 17.890 15.971 2.044 0.13
H 16.013 16.697 3.492 0.09
H 17.332 17.890 3.446 0.07
H 17.011 16.759 4.851 0.08
H 19.535 16.996 3.448 0.06
```

ORCA calculation (ωB97M-V with the def2-TZVPD basis set) on a cluster of 3 separate species, C39H88BrN8O8P2S in total in a non-equilibrium geometry.

Multiplicity: 1
Orbital gap (eV): 6.7
Net charge: +1

XYZ file:
```
147
Properties=species:S:1:pos:R:3:lowdin_charge:R:1
C -4.000 5.443 -0.269 -0.14
C -3.812 5.633 -1.846 -0.25
C -4.778 4.703 -2.743 -0.22
C -6.317 4.752 -2.314 -0.22
C -7.136 3.402 -2.654 -0.20
C -6.422 2.166 -1.928 -0.22
C -7.399 0.969 -1.501 -0.20
C -7.144 -0.416 -2.254 -0.20
C -5.973 -1.327 -1.649 -0.20
C -4.783 -0.530 -0.941 -0.17
C -3.676 -1.441 -0.239 -0.10
N -2.956 -2.403 -1.164 -0.05
C -3.068 -3.859 -0.839 -0.12
C -4.017 -4.595 -1.894 -0.07
C -5.004 -5.731 -1.364 -0.36
C -4.712 -7.143 -2.132 -0.05
O -5.070 -5.953 0.050 -0.07
C -1.656 -4.630 -0.535 -0.23
C -1.791 -6.239 -0.840 -0.08
C -0.402 -7.016 -0.554 -0.64
O 0.062 -7.271 0.555 0.02
Br 0.654 -7.692 -2.126 0.71
N -1.194 -4.593 0.845 -0.09
C -1.997 -5.310 1.865 -0.04
C -0.775 -3.341 1.435 -0.37
C 0.786 -3.196 1.849 0.01
O -1.480 -2.353 1.765 0.05
C -0.521 -4.227 -1.650 -0.23
O 0.804 -4.128 -1.101 -0.16
C 1.839 -4.390 -2.079 -0.25
C 2.959 -3.220 -1.933 -0.06
C -0.920 -2.906 -2.500 -0.05
C -1.585 -1.880 -1.481 -0.25
S -1.695 -0.259 -2.455 0.76
C -0.055 0.146 -3.284 -0.12
O -2.707 -0.328 -3.565 -0.35
O -1.928 0.925 -1.528 -0.36
H -3.060 5.735 0.330 0.06
H -4.824 6.156 0.093 0.07
H -4.290 4.381 0.021 0.06
H -3.870 6.742 -2.142 0.11
H -2.727 5.319 -2.081 0.10
H -4.688 5.112 -3.818 0.11
H -4.310 3.667 -2.752 0.09
H -6.802 5.583 -2.952 0.11
H -6.503 5.044 -1.231 0.10
H -8.226 3.470 -2.339 0.11
H -7.030 3.256 -3.787 0.12
H -5.954 2.569 -0.955 0.11
H -5.545 1.806 -2.573 0.10
H -7.301 0.780 -0.379 0.11
H -8.474 1.297 -1.758 0.11
H -8.101 -1.052 -2.334 0.12
H -6.854 -0.177 -3.338 0.12
H -5.499 -1.868 -2.558 0.09
H -6.416 -2.174 -1.003 0.12
H -4.390 0.230 -1.684 0.08
H -5.259 0.084 -0.088 0.13
H -2.861 -0.745 0.184 0.13
H -4.166 -1.905 0.671 0.15
H -3.447 -2.256 -2.081 0.14
H -3.616 -3.921 0.173 0.16
H -4.710 -3.881 -2.484 0.12
H -3.326 -5.003 -2.725 0.12
H -6.087 -5.492 -1.683 0.15
H -5.687 -7.541 -2.599 0.10
H -3.979 -7.031 -2.995 0.08
H -4.299 -7.944 -1.437 0.08
H -4.708 -6.819 0.321 0.09
H -2.682 -6.716 -0.329 0.10
H -1.962 -6.433 -1.963 0.10
H -3.024 -5.669 1.538 0.09
H -1.473 -6.224 2.333 0.11
H -2.184 -4.604 2.758 0.12
H 1.198 -2.403 1.119 0.09
H 0.911 -2.803 2.910 0.10
H 1.364 -4.148 1.627 0.09
H -0.431 -5.039 -2.467 0.12
H 2.402 -5.361 -1.823 0.10
H 1.494 -4.359 -3.162 0.13
H 2.408 -2.241 -2.124 0.06
H 3.468 -3.272 -0.913 0.08
H 3.713 -3.354 -2.787 0.09
H 0.038 -2.558 -2.999 0.12
H -1.665 -3.171 -3.319 0.14
H -0.960 -1.594 -0.581 0.16
H -0.142 1.267 -3.527 0.10
H -0.070 -0.429 -4.271 0.08
H 0.826 -0.099 -2.612 0.08
O 5.471 -2.624 0.944 -0.33
P 6.681 -2.544 1.897 0.75
N 7.500 -1.414 0.898 -0.31
C 8.894 -1.372 0.505 -0.12
C 6.935 -0.066 0.896 -0.15
N 7.155 -4.171 1.571 -0.36
C 7.894 -4.526 0.369 -0.13
C 6.072 -5.143 1.752 -0.15
N 7.998 -2.457 3.073 -0.31
C 8.053 -1.277 3.924 -0.14
C 9.084 -3.390 3.302 -0.11
H 9.570 -1.150 1.339 0.07
H 9.064 -0.596 -0.248 0.09
H 9.219 -2.289 0.022 0.06
H 7.376 0.553 1.687 0.07
H 5.854 -0.087 1.054 0.07
H 7.096 0.432 -0.065 0.08
H 7.448 -4.093 -0.533 0.09
H 7.946 -5.610 0.233 0.08
H 8.934 -4.217 0.453 0.05
H 5.394 -5.170 0.893 0.07
H 5.486 -4.901 2.645 0.07
H 6.479 -6.147 1.907 0.08
H 8.852 -0.598 3.602 0.08
H 8.221 -1.539 4.972 0.08
H 7.110 -0.725 3.887 0.07
H 9.817 -3.357 2.492 0.08
H 8.730 -4.414 3.424 0.08
H 9.625 -3.161 4.227 0.08
O -0.665 7.312 0.881 -0.31
P 0.813 7.436 1.301 0.76
N 0.639 6.282 2.560 -0.31
C 1.139 6.317 3.919 -0.12
C 0.492 4.898 2.114 -0.15
N 0.606 9.054 1.864 -0.36
C 0.024 9.342 3.165 -0.13
C -0.009 9.944 0.873 -0.15
N 2.534 7.586 1.678 -0.31
C 3.409 6.511 1.231 -0.14
C 3.223 8.627 2.414 -0.11
H 2.231 6.243 3.978 0.07
H 0.738 5.484 4.505 0.09
H 0.816 7.203 4.459 0.06
H 1.466 4.405 2.011 0.07
H -0.013 4.843 1.146 0.07
H -0.120 4.318 2.812 0.08
H -0.901 8.781 3.338 0.09
H -0.202 10.407 3.279 0.08
H 0.737 9.135 3.961 0.05
H -1.095 9.823 0.828 0.08
H 0.400 9.748 -0.124 0.07
H 0.216 10.990 1.104 0.08
H 3.706 5.873 2.072 0.08
H 4.312 6.896 0.750 0.08
H 2.906 5.880 0.494 0.07
H 3.003 8.572 3.484 0.08
H 2.976 9.625 2.049 0.08
H 4.310 8.544 2.311 0.08
```